(1)
ORCA calculation (ωB97M-V with the def2-TZVPD basis set) on an isolated ion of composition C4H6N3O and charge +1 in a non-equilibrium geometry.

Each line ends with the Löwdin spin population.
Cartesian coordinates (Å):
1 C -1.54418 1.65179 0.00446  0.31
2 C -1.34540 -0.65210 -0.08812  0.20
3 C -2.88614 -0.03636 -0.08985  0.29
4 C -0.84328 -1.87628 -0.17994  0.26
5 N -2.72699 1.28999 -0.17850  0.14
6 N -0.67560 0.57779 0.09805  0.06
7 N 0.78758 0.65283 0.10743  0.01
8 O -3.79874 -0.69030 0.22253  0.68
9 H -1.13295 2.72475 -0.12519  0.02
10 H 0.27803 -1.94271 -0.23482  0.02
11 H -1.44774 -2.75649 -0.37463  0.02
12 H 1.13945 -0.24830 0.25928  0.00
13 H 1.27456 1.25863 0.90123  0.00
14 H 1.10557 0.96948 -0.75880  0.00

As for the relative energy (zero: lowest compared OMol25 entry of this formula, charge and spin): 2.286 eV. The spin multiplicity is 3. Its net charge is +1. The total energy comes out at -10749.0255 eV. The frontier orbital gap (spin up / spin down) is 6.065 / 6.336 eV. As for the highest occupied orbital energy (spin up / spin down): -0.3899 / -0.5137 hartree.

=====

(2)
ORCA calculation (ωB97M-V with the def2-TZVPD basis set) on a single C6H9ClSi2 molecule in a non-equilibrium geometry.

Each line ends with the Löwdin charge.
Cartesian coordinates (Å):
1 C -1.49569 0.43665 -2.12300  -0.12
2 C -1.93424 -0.61630 -1.38964  -0.08
3 C -0.22443 0.84933 -2.07223  -0.11
4 C -1.01834 -1.24193 -0.52615  -0.13
5 C 0.72038 0.27825 -1.22278  -0.11
6 C 0.19831 -0.69740 -0.29547  -0.46
7 Si 0.89963 0.95548 2.64005  0.30
8 Si 1.40171 -1.17501 1.06775  0.64
9 Cl 0.88036 3.30174 2.66183  -0.10
10 H -2.27923 0.73667 -2.74574  0.09
11 H -2.88464 -1.07849 -1.64684  0.11
12 H 0.24161 1.66351 -2.69939  0.13
13 H -1.30279 -2.22383 -0.04913  0.12
14 H 1.66549 0.84971 -0.94244  0.12
15 H -0.58143 1.09676 2.73908  -0.14
16 H 2.77432 -1.06067 0.82885  -0.11
17 H 1.78315 0.32768 3.85299  -0.10
18 H 1.15584 -2.40216 1.92224  -0.06

As for the relative energy (zero: lowest compared OMol25 entry of this formula, charge and spin): 0.855 eV. The spin multiplicity is 1. Its structure (SMILES) is Cl[SiH2][SiH2]c1ccccc1. The total energy comes out at -34643.5310 eV. The frontier orbital gap is 8.038 eV. As for the highest occupied orbital energy: -0.3233 hartree.

=====

(3)
ORCA calculation (ωB97M-V with the def2-TZVPD basis set) on C15H33N3O6S2 as an isolated structure in a non-equilibrium geometry.

Each line ends with the Löwdin charge.
Cartesian coordinates (Å):
1 C 2.16706 -4.70948 2.19211  -0.06
2 C 2.14189 -3.19713 2.32738  -0.27
3 O 0.85391 -2.69097 2.02745  -0.14
4 C 0.73027 -2.04556 0.81020  -0.30
5 S -0.60316 -2.73508 -0.19755  0.52
6 O -0.48063 -4.16063 -0.06144  -0.31
7 O -0.35865 -2.19650 -1.52180  -0.35
8 N -1.84736 -2.03842 0.50036  -0.31
9 S -3.29311 -2.48180 -0.00228  0.52
10 O -4.09253 -1.32091 -0.27354  -0.30
11 O -3.29870 -3.46265 -1.04863  -0.31
12 N -3.92979 -3.27217 1.37477  -0.15
13 C -4.80942 -4.38991 0.99994  -0.09
14 C -4.42623 -2.40283 2.36226  -0.50
15 C -5.51680 -2.94570 3.26680  -0.01
16 O -3.97170 -1.27379 2.55371  0.04
17 H 1.16097 -5.07552 2.33656  0.08
18 H 2.77579 -5.16221 2.96588  0.07
19 H 2.52854 -5.02948 1.22554  0.07
20 H 2.34548 -2.94235 3.36290  0.11
21 H 2.92102 -2.72246 1.73616  0.11
22 H 1.60487 -2.13066 0.16872  0.10
23 H 0.49893 -0.98536 0.94506  0.09
24 H -5.81869 -4.06549 0.78240  0.09
25 H -4.85920 -5.06862 1.84259  0.08
26 H -4.39629 -4.93935 0.17336  0.08
27 H -5.15319 -3.83800 3.75963  0.08
28 H -5.71816 -2.17977 3.99646  0.08
29 H -6.43579 -3.14958 2.73349  0.08
30 C 1.57368 5.73262 -2.69813  -0.09
31 C 2.36231 5.50549 -1.40990  -0.26
32 C 3.31866 4.31226 -1.46833  -0.18
33 C 2.76409 2.93106 -1.79492  -0.12
34 N 1.80330 2.31738 -0.81461  -0.25
35 C 0.39989 2.87095 -0.93071  -0.09
36 C -0.21404 2.11480 -2.08704  -0.13
37 C 0.26565 0.68655 -1.83952  -0.13
38 C 1.62950 0.82990 -1.16791  -0.07
39 C 2.31010 2.43991 0.57737  0.02
40 H 1.04041 4.83928 -3.02909  0.06
41 H 0.83530 6.52107 -2.55868  0.08
42 H 2.23784 6.04127 -3.50600  0.08
43 H 1.68542 5.41746 -0.55643  0.09
44 H 2.95853 6.39659 -1.20808  0.11
45 H 3.88850 4.26671 -0.53793  0.11
46 H 4.06176 4.51676 -2.24374  0.13
47 H 3.60995 2.24648 -1.83142  0.13
48 H 2.28285 2.90512 -2.77029  0.13
49 H -0.11158 2.63529 0.00163  0.15
50 H 0.42152 3.94618 -1.06612  0.11
51 H 0.15062 2.49577 -3.04388  0.11
52 H -1.29832 2.19403 -2.09577  0.13
53 H 0.32115 0.10274 -2.75266  0.12
54 H -0.41737 0.15929 -1.17684  0.10
55 H 2.45338 0.52702 -1.80671  0.13
56 H 1.67481 0.26467 -0.24243  0.10
57 H 2.31964 3.48767 0.86413  0.10
58 H 3.31133 2.01844 0.62244  0.12
59 H 1.64180 1.88960 1.23309  0.11

The spin multiplicity is 1. The total energy comes out at -54512.8472 eV. The frontier orbital gap is 7.397 eV. As for the highest occupied orbital energy: -0.2855 hartree.

=====

(4)
ORCA calculation (ωB97M-V with the def2-TZVPD basis set) on C17H21BN6Tc as an isolated structure in a non-equilibrium geometry.

Each line ends with the Löwdin spin population.
Cartesian coordinates (Å):
1 H 0.62406 3.12720 0.33960  0.00
2 N 0.18768 1.66101 -1.09964  0.02
3 B -0.12618 0.35065 -3.25269  0.00
4 N 0.21992 1.62905 -2.48624  0.01
5 C 0.56739 2.83969 -2.94752  0.03
6 Tc -0.11609 -0.01335 0.05203  1.99
7 H 0.62000 2.98305 -4.00529  0.00
8 C 0.78824 3.68281 -1.84775  0.01
9 H 1.08001 4.70834 -1.88219  0.00
10 C 0.55139 2.90554 -0.70858  0.02
11 H -0.07101 0.46273 -4.45175  0.00
12 C -1.10905 -1.63218 1.28432  0.07
13 H -1.10798 -1.70799 2.39152  0.01
14 H -0.34228 -2.39102 0.94874  0.02
15 H -2.06390 -1.91522 0.82038  0.00
16 N -1.51232 -0.03710 -2.74200  0.01
17 N 0.80934 -0.74516 -2.70369  0.00
18 N -1.76587 -0.19148 -1.40502  0.03
19 N 0.88415 -1.03699 -1.33470  0.01
20 C -2.63644 -0.25465 -3.42091  0.02
21 C 1.66060 -1.54161 -3.37478  0.04
22 H -2.60421 -0.15242 -4.48845  0.00
23 H 1.73572 -1.45882 -4.44438  0.00
24 C -3.64701 -0.58133 -2.52893  0.01
25 C 2.31042 -2.37034 -2.44694  0.02
26 C -3.06254 -0.55938 -1.24878  0.01
27 C 1.80105 -2.03732 -1.19157  0.02
28 H -4.66519 -0.81102 -2.74635  0.00
29 H 3.05141 -3.10930 -2.68223  0.00
30 H -3.45728 -0.78725 -0.27788  0.00
31 H 2.02987 -2.44037 -0.22192  0.00
32 H -1.53943 -0.45096 1.11498  0.00
33 C 1.33905 0.34665 1.44377  0.23
34 C 0.90756 0.18785 2.88924  0.09
35 C 1.62449 -0.69813 3.71088  0.06
36 C 1.29438 -0.83530 5.05621  0.00
37 C 0.23997 -0.07870 5.59453  0.11
38 C -0.50284 0.78469 4.77605  0.01
39 C -0.16229 0.93172 3.42053  0.06
40 H 1.62121 1.41224 1.29288  0.05
41 H 2.18292 -0.34323 1.22840  0.03
42 H 2.47271 -1.21841 3.26285  0.00
43 H 1.89555 -1.48566 5.68975  0.00
44 H -0.00550 -0.16979 6.64956  0.00
45 H -1.31712 1.38454 5.19269  0.00
46 H -0.68456 1.65673 2.78128  0.00

As for the relative energy (zero: lowest compared OMol25 entry of this formula, charge and spin): 0.000 eV. The spin multiplicity is 4. Its net charge is +2. The total energy comes out at -29767.4790 eV. The frontier orbital gap (spin up / spin down) is 7.019 / 4.828 eV. As for the highest occupied orbital energy (spin up / spin down): -0.5669 / -0.5453 hartree.

=====

(5)
ORCA calculation (ωB97M-V with the def2-TZVPD basis set) on C10H9NO3 as an isolated structure in a non-equilibrium geometry.

Each line ends with the Löwdin charge.
Cartesian coordinates (Å):
1 C -1.33329 -0.85311 0.94891  -0.37
2 C 0.69409 -1.47666 0.34346  -0.30
3 C 1.72562 -2.12853 0.16569  -0.04
4 C 2.72175 -1.74429 -0.77998  -0.05
5 C 2.62083 -0.66663 -1.61725  -0.09
6 C 1.64197 0.26750 -1.11764  0.02
7 C 0.65575 -0.23119 -0.26864  -0.07
8 C -0.57923 0.28552 0.35047  -0.35
9 C -2.39092 1.67964 -0.34782  -0.28
10 C -1.70622 2.31586 0.67684  -0.16
11 H -0.50799 -2.67871 1.40999  0.16
12 H 1.91747 -3.03742 0.63556  0.11
13 H 3.72079 -2.18392 -1.05853  0.13
14 H 3.29445 -0.38938 -2.36574  0.08
15 H 1.78473 1.61575 -1.12178  0.22
16 H -3.30387 1.24404 0.27006  0.15
17 H -2.90474 2.37230 -1.28780  0.20
18 H -2.05124 2.79906 1.80043  0.20
19 H -1.31197 3.30285 0.28447  0.12
20 N -0.39973 -1.80314 1.02096  0.22
21 O -2.25569 -0.81828 1.69935  0.15
22 O -1.52264 0.67952 -0.75326  -0.04
23 O -0.50993 1.44922 1.11225  0.00

As for the relative energy (zero: lowest compared OMol25 entry of this formula, charge and spin): 5.744 eV. The spin multiplicity is 1. The total energy comes out at -18142.5408 eV. The frontier orbital gap is 9.504 eV. As for the highest occupied orbital energy: -0.3291 hartree.

=====

(6)
ORCA calculation (ωB97M-V with the def2-TZVPD basis set) on C10H21ClNO2P2SV as an isolated structure in a non-equilibrium geometry.

Each line ends with the Löwdin spin population.
Cartesian coordinates (Å):
1 C 0.27868 -0.14393 -5.99655  0.07
2 C 0.41230 0.04198 -4.52167  0.05
3 H 1.26307 -0.11870 -6.46891  0.00
4 H -0.33226 0.67914 -6.40024  0.00
5 H -0.20364 -1.10126 -6.21605  0.01
6 O 1.37264 0.43054 -3.89368  0.67
7 Cl -1.11376 -0.36246 -3.64835  0.19
8 V 0.07067 0.03194 0.13241  -0.02
9 P -0.20388 2.31108 -0.24310  0.01
10 C 1.07202 3.36562 0.50964  0.00
11 C -0.21313 2.76351 -1.99941  0.00
12 H -0.23447 3.85540 -2.11529  0.00
13 H -1.94232 3.92967 0.29294  0.00
14 H -1.09566 2.31109 -2.46832  0.00
15 H -2.60034 2.29824 -0.07796  0.00
16 H 2.06082 3.03243 0.16564  0.00
17 H 0.67574 2.34747 -2.49412  0.00
18 C -1.80259 2.85041 0.43696  0.00
19 H 0.91833 4.41938 0.24084  0.00
20 H -1.85010 2.60893 1.50768  0.00
21 H 1.03286 3.24916 1.60100  0.00
22 P -0.00002 -2.31008 0.01694  0.01
23 C 1.35672 -3.10114 0.93258  0.00
24 C -1.54316 -2.89541 0.78404  0.00
25 H -0.71651 -2.47649 -2.26345  0.00
26 H -0.04161 -4.04579 -1.68692  0.00
27 H 1.04034 -2.67471 -2.11478  0.00
28 C 0.07486 -2.95377 -1.67293  0.00
29 H -2.38787 -2.47471 0.22112  0.00
30 H -1.59444 -3.99276 0.77038  0.00
31 H 1.32769 -4.19273 0.81284  0.00
32 H 1.26681 -2.84124 1.99600  0.00
33 H -1.60035 -2.53742 1.82203  0.00
34 H 2.31309 -2.71133 0.55711  0.00
35 C 1.89260 0.10851 -0.10726  0.00
36 O 3.03866 0.13505 -0.37909  0.00
37 S -1.10277 0.10831 4.58565  0.01
38 C -0.61779 0.03645 3.08639  0.00
39 N -0.27134 0.01960 1.93528  0.00

The spin multiplicity is 2. Its net charge is +3. The total energy comes out at -83885.9237 eV. The frontier orbital gap (spin up / spin down) is 6.813 / 2.850 eV. As for the highest occupied orbital energy (spin up / spin down): -0.7001 / -0.7005 hartree.